Here is a structure of composition C59H53HgN2O2P4S3 from the Open Molecules 2025 dataset. Energies are from ωB97M-V with the def2-TZVPD basis set.

XYZ file:
```
124
Properties=species:S:1:pos:R:3:forces:R:3:mulliken_charge:R:1
Hg 0.2457 -0.5490 1.6032 0.02 0.23 -0.24 1.709
S -1.7898 2.6605 -5.5743 0.00 -0.02 0.04 -0.155
S 3.4082 -1.0292 1.5580 0.05 -0.09 0.05 -0.520
S -2.2360 -2.2265 0.1707 -0.08 0.07 0.00 -0.632
P -0.5160 -3.2101 0.1217 0.19 0.18 -0.10 1.420
P 0.1046 1.6009 -0.0544 -0.04 0.00 0.05 -0.791
P -3.0467 1.8546 -0.2922 0.12 0.09 0.05 -0.676
P 2.4945 -2.4667 0.5103 -0.11 0.18 -0.13 0.954
O -1.1637 -0.2662 5.6942 -0.07 0.04 0.17 -0.818
O -0.2350 -0.7601 3.7478 0.08 -0.22 -0.19 -0.556
N -0.8792 1.7556 2.6800 0.02 -0.05 0.12 1.120
N -1.3454 1.7660 -0.9602 -0.06 0.03 0.05 1.103
C -2.7993 4.5760 -1.1167 0.01 -0.08 0.00 0.524
C -2.6897 1.6267 3.8719 -0.09 -0.18 0.05 0.498
C 3.4485 1.1173 -2.3346 0.02 0.07 -0.04 -0.687
C -2.0385 2.1835 -3.8415 0.01 0.04 -0.05 -0.099
C -4.4649 5.7499 -2.3927 -0.03 -0.05 -0.02 -0.626
C 3.3312 -6.4422 2.7199 -0.01 -0.04 0.02 -0.696
C -3.6111 3.5700 1.8747 -0.03 0.07 0.02 -0.229
C 2.4431 0.9699 -1.3874 -0.05 0.03 0.03 0.455
C -1.3799 -4.0899 -2.4022 0.00 0.05 0.02 -0.825
C 1.8495 2.5636 1.6957 0.05 -0.04 -0.01 -1.076
C 3.3729 -2.5664 -1.1018 -0.10 0.00 0.01 0.506
C 2.3380 3.0665 -3.2030 0.03 0.01 -0.01 -0.749
C 2.8931 -4.0647 1.3235 -0.02 -0.01 -0.07 0.912
C -0.3940 -4.1903 -1.4273 -0.08 0.01 0.04 -0.043
C 3.4520 -5.1681 0.6868 -0.01 0.04 -0.04 -0.619
C -1.3108 0.6634 -1.9676 -0.09 -0.04 -0.06 -1.018
C -0.8367 -4.0163 2.7375 0.02 0.11 -0.03 -0.533
C 2.3259 3.4092 2.5959 0.03 -0.01 0.01 -0.838
C 0.7235 -4.9794 -1.6840 0.04 0.03 0.00 0.181
C 4.6940 -2.4847 -3.5558 -0.01 0.00 -0.02 -0.592
C -0.5939 -4.4840 1.4434 0.03 0.01 -0.05 0.425
C -0.9357 -4.8980 3.7971 0.02 -0.03 0.05 -0.809
C -3.2267 5.7257 -1.7582 -0.03 0.02 -0.02 -0.895
C -0.1240 -5.5356 -3.8595 0.01 -0.01 0.00 -0.634
C -3.2768 2.9474 4.2222 0.01 -0.02 0.02 -1.643
C 4.7403 -2.8275 -1.1767 0.05 0.01 0.05 -0.299
C -2.8292 4.1360 -5.5805 0.02 -0.06 0.00 -0.733
C 2.5590 -4.1658 2.6744 -0.07 0.04 0.01 -0.676
C -3.5886 3.4255 -1.1020 -0.05 0.00 0.01 0.647
C 0.1570 3.4990 4.7094 -0.05 -0.02 -0.02 -0.985
C -5.2651 4.6158 -2.3782 0.01 0.11 -0.04 -0.723
C 5.3955 -2.7971 -2.3953 0.03 0.01 -0.04 -0.765
C -2.3724 1.4771 2.3666 -0.09 0.05 -0.10 -0.786
C 3.3978 2.1653 -3.2408 0.01 -0.02 0.03 -0.960
C -3.0119 2.3930 1.3844 -0.15 -0.19 -0.08 0.015
C -1.2431 -4.7535 -3.6135 0.01 -0.03 -0.05 -0.606
C -0.8177 0.0339 4.5538 -0.06 0.12 -0.03 -0.669
C -0.4558 2.3840 5.0756 0.04 -0.04 0.00 -1.812
C 2.6819 -2.2473 -2.2635 -0.03 -0.15 0.00 -0.157
C -1.0674 1.0998 -3.4120 0.01 -0.05 -0.04 -1.112
C 1.3845 1.8715 -1.3363 0.08 -0.08 0.05 1.206
C 0.5289 2.9976 1.0705 0.04 0.00 -0.03 3.443
C 0.8605 -5.6518 -2.8866 0.00 -0.01 -0.07 -0.829
C -1.1414 1.4859 4.1120 0.06 0.00 0.05 2.293
C 3.3388 -2.2051 -3.4861 0.02 -0.05 -0.05 -0.902
C 1.4527 4.6155 2.8190 0.01 0.04 0.04 0.247
C -0.7917 -6.2645 3.5842 0.03 -0.02 0.03 -0.486
C -0.4462 -5.8504 1.2401 0.02 0.01 -0.05 -0.099
C 2.7703 -5.3455 3.3634 -0.02 -0.03 0.02 -0.554
C 1.3381 2.9185 -2.2582 -0.02 -0.03 0.04 -0.570
C -3.7070 3.8210 3.2572 -0.03 0.11 -0.02 -0.734
C 1.1537 5.2530 1.4827 0.00 0.01 -0.02 -1.512
C 3.6734 -6.3511 1.3815 0.00 -0.03 0.01 -0.697
C 0.0825 4.0610 3.3293 -0.08 0.07 0.05 -0.318
C 0.6778 4.4134 0.5724 -0.01 0.03 -0.01 -0.650
C -0.5422 -6.7366 2.3069 0.00 -0.04 0.02 -0.797
C -0.4850 3.0967 2.2685 -0.08 0.08 -0.04 -0.001
C 0.8341 -2.1541 0.2511 0.10 -0.43 0.40 -0.959
C -4.8232 3.4628 -1.7416 0.08 -0.04 0.04 -0.678
H -1.8957 3.0722 -3.2271 0.01 0.02 0.02 -0.322
H -2.2788 0.1536 -1.9158 0.07 -0.01 -0.01 1.213
H 0.6833 4.0965 5.4485 0.02 0.03 0.05 0.301
H -2.0139 -4.6566 -4.3684 -0.01 0.00 -0.01 0.392
H 2.3131 1.6127 1.4559 0.04 -0.01 0.01 -0.313
H 2.1276 -3.3082 3.1803 0.01 -0.01 -0.02 0.372
H -1.1209 -4.5104 4.7908 -0.01 0.01 0.02 0.473
H -0.0154 -6.0493 -4.8069 0.00 -0.01 -0.02 0.358
H -2.2457 -3.4719 -2.1964 0.00 0.00 0.01 0.349
H 1.2841 6.3145 1.3172 0.00 0.05 -0.02 0.392
H -6.2308 4.6268 -2.8700 -0.01 0.00 -0.01 0.369
H -2.4465 0.4334 2.0371 0.06 0.01 0.04 0.676
H 1.6240 -2.0232 -2.1872 -0.02 0.00 0.01 0.251
H -0.4198 -7.7993 2.1330 0.00 -0.01 0.00 0.385
H 4.1763 2.2783 -3.9860 0.01 0.00 -0.01 0.369
H -2.8622 4.5220 -6.5981 0.00 0.01 -0.02 0.370
H 5.2088 -2.4501 -4.5086 0.01 0.00 -0.01 0.378
H -0.4432 2.0392 6.1015 0.01 0.00 0.01 0.512
H 0.3752 4.7142 -0.4187 0.00 0.02 -0.06 0.319
H 4.1104 -7.2010 0.8707 0.01 -0.01 -0.01 0.406
H -0.6044 4.9157 3.3774 0.04 -0.04 0.00 0.428
H 2.2823 3.8729 -3.9241 0.00 0.01 -0.01 0.427
H -1.1977 0.2097 -4.0367 -0.01 -0.01 -0.04 0.636
H 2.4838 0.1477 -0.6790 -0.01 0.12 -0.06 -0.502
H -5.4389 2.5699 -1.7438 -0.01 -0.01 0.01 0.374
H -4.1662 4.7553 3.5677 0.00 0.03 0.01 0.344
H -2.4217 4.8981 -4.9181 0.00 0.02 0.03 0.200
H 2.7874 -1.9476 -4.3815 -0.01 0.02 -0.02 0.482
H -3.2453 0.7921 4.3101 -0.01 0.04 0.02 0.494
H 3.4929 -7.3666 3.2615 0.00 -0.01 0.01 0.340
H 1.4962 -5.0688 -0.9341 0.08 0.01 0.05 0.375
H -3.8405 3.8952 -5.2563 -0.04 0.00 0.00 0.204
H -4.0386 4.2912 1.1918 -0.04 0.03 0.00 0.465
H -0.0447 1.4466 -3.5655 -0.05 -0.05 0.02 0.197
H -3.3562 3.2009 5.2721 -0.02 0.02 0.05 0.271
H 1.7437 -6.2514 -3.0708 0.01 -0.02 0.00 0.435
H -2.6006 6.6104 -1.7571 0.01 0.01 0.00 0.409
H 4.2592 0.4000 -2.3632 0.03 -0.01 0.00 0.475
H 3.2209 3.2322 3.1751 0.04 -0.03 0.02 0.394
H 5.2932 -3.0360 -0.2680 -0.01 0.01 0.01 0.464
H -0.9504 -2.9530 2.9229 0.00 -0.03 0.01 0.240
H 6.4580 -3.0029 -2.4417 0.03 0.00 -0.01 0.363
H -0.8676 -6.9567 4.4142 0.00 -0.01 0.02 0.366
H -4.8007 6.6477 -2.8973 -0.01 0.02 -0.01 0.330
H -1.3608 3.5879 1.8453 0.12 -0.02 0.05 -0.598
H -3.0710 1.8527 -3.7073 -0.02 0.01 0.00 0.572
H 3.7307 -5.1095 -0.3581 -0.03 0.01 -0.03 0.340
H -0.5749 -0.1000 -1.6810 0.02 0.00 -0.03 -0.589
H -1.8453 4.5588 -0.6050 0.02 0.00 0.01 0.407
H 0.4872 3.5887 -2.2662 -0.03 0.01 0.00 0.115
H -0.2640 -6.2368 0.2453 -0.02 -0.01 0.04 0.378
H 2.4851 -5.4124 4.4050 -0.01 -0.01 0.03 0.438
H 1.8694 5.3190 3.5416 -0.01 -0.01 -0.01 0.646
```
Forces are in eV/Å.

Values from the calculation:
HOMO (alpha / beta) in eV: 0.03 / -2.08
Lowest unoccupied orbital energy (alpha / beta) in eV: 3.7 / 3.7
ΔE to the lowest compared entry with this formula, charge and spin in kJ/mol: 312.6
Charge: -2
Multiplicity: 2
Kohn-Sham gap (alpha / beta) in eV: 3.7 / 5.8
Strongest force on any atom in eV/A: 0.60
E in Eh: -5253.501091